## A
{
  "formula": "C9H9N3",
  "method": "ωB97M-V/def2-TZVPD",
  "elements": ["N", "C", "C", "H", "N", "H", "C", "C", "H", "H", "C", "C", "C", "N", "H", "H", "H", "C", "H", "C", "H"],
  "coordinates": [[2.5572, -1.2843, -0.0246], [-5.3222, -0.9385, -0.3733], [0.3522, -0.0916, -0.2009], [2.8521, -2.0909, 0.4986], [-6.1692, -1.7105, -0.5087], [4.4665, 0.9905, -1.3596], [1.5381, -0.5093, 0.6192], [3.5823, 0.5600, -0.8863], [0.3618, -0.3881, -1.2556], [2.7013, 1.2009, -0.7278], [0.2174, -1.1835, 0.8173], [-2.3924, 1.7203, 0.0904], [-4.3003, -0.0088, -0.2108], [3.6471, -0.6746, -0.5752], [1.8772, 0.1796, 1.3873], [-0.7257, 3.2343, 0.3703], [-0.3270, -0.9786, 1.7370], [-3.4231, 0.7863, -0.0746], [-0.1057, 0.8735, -0.0030], [-1.5170, 2.5193, 0.2299], [0.1295, -2.2058, 0.4504]],
  "nbo_charge": [-0.44, 0.24, -0.43, 0.37, -0.24, 0.19, -0.10, -0.20, 0.23, 0.16, -0.42, -0.08, -0.07, -0.21, 0.19, 0.25, 0.22, 0.06, 0.22, -0.14, 0.23],
  "smiles": "C#CC#CC#N.C=NNC1CC1",
  "homo_ha": -0.3263,
  "homo_lumo_gap_ev": 8.52
}



## B
{
  "formula": "C9H9N3",
  "method": "ωB97M-V/def2-TZVPD",
  "elements": ["H", "H", "H", "H", "C", "C", "C", "C", "C", "N", "H", "C", "H", "N", "H", "H", "N", "C", "H", "C", "C"],
  "coordinates": [[1.8376, 1.8723, 1.5848], [-4.3566, 0.0658, 0.4086], [-0.1024, 1.5020, 0.7404], [-0.6551, -2.3974, 0.5610], [-2.6187, 0.6567, -0.5088], [-1.2602, 0.4842, -0.8919], [-0.6614, -0.6181, -0.2901], [-1.3448, -1.4985, 0.5817], [-3.2832, -0.4157, -0.0747], [3.1685, -1.3867, -0.1187], [1.6106, 2.4647, -0.2985], [1.2442, 1.6394, 0.6590], [3.8879, 0.5785, 0.6951], [-2.6378, -1.4697, 0.6009], [-3.0761, 1.8194, -0.6016], [-0.5727, 1.4579, -1.0582], [1.7658, 0.4349, -0.1343], [3.1181, -0.1524, 0.0466], [1.2981, -2.6695, -0.9998], [1.7959, -1.7003, -0.4804], [0.8424, -0.6674, -0.4212]],
  "nbo_charge": [0.22, 0.20, 0.25, 0.22, -0.21, -0.20, -0.09, 0.02, -0.03, -0.44, 0.21, -0.45, 0.20, -0.38, 0.23, 0.24, -0.43, 0.23, 0.21, -0.09, 0.08],
  "homo_ha": -0.3198,
  "homo_lumo_gap_ev": 8.56
}



Which of them is most stable, and which least? Most stable: A; least stable: B.



## A
{
  "formula": "C3H7N2S",
  "method": "ωB97M-V/def2-TZVPD",
  "elements": ["N", "H", "H", "C", "H", "H", "N", "C", "H", "H", "C", "S", "H"],
  "coordinates": [[0.8546, 0.3987, -0.2413], [-2.2221, 1.6383, 0.8077], [2.0842, 1.7915, -0.6795], [1.5959, 1.3651, 0.0633], [-0.1810, -2.5660, 0.3769], [1.8591, 1.7893, 1.1537], [-2.0462, 1.2346, -0.0859], [0.5195, -1.9557, -0.0326], [1.3791, -2.0215, 0.5394], [0.4238, -2.3143, -1.1218], [0.0453, -0.5623, 0.0518], [-1.7308, -0.4188, -0.0054], [-2.5815, 1.6212, -0.8262]],
  "nbo_charge": [-0.33, 0.40, 0.20, 0.10, 0.25, 0.23, -0.99, -0.68, 0.26, 0.30, 0.23, 0.61, 0.42],
  "homo_ha": -0.5276,
  "homo_lumo_gap_ev": 9.61,
  "total_charge": 1
}



## B
{
  "formula": "C3H7N2S",
  "method": "ωB97M-V/def2-TZVPD",
  "elements": ["H", "H", "H", "N", "C", "N", "H", "S", "H", "H", "H", "C", "C"],
  "coordinates": [[-1.8878, -1.7117, 1.0662], [2.9051, 0.1161, -0.7763], [-2.2315, 0.7244, 1.1487], [-0.0643, -1.3206, -0.1554], [-1.3966, 0.3262, 0.6282], [-0.2989, 1.0371, 0.0373], [-0.6171, 1.5935, -0.7808], [2.2836, -0.1546, 0.4416], [0.0594, 1.7312, 0.8965], [0.4608, -2.1792, -0.0993], [0.8386, -0.1231, -1.4953], [-1.1566, -0.9980, 0.6352], [0.7435, -0.1859, -0.3879]],
  "nbo_charge": [0.27, 0.18, 0.26, -0.63, -0.22, -0.57, 0.45, 0.09, 0.47, 0.44, 0.24, 0.05, -0.02],
  "smiles": "S[C@H]1NC=C[NH2+]1",
  "homo_ha": -0.4854,
  "homo_lumo_gap_ev": 9.47,
  "total_charge": 1
}



Which of them is most stable, and which least? Most stable: B; least stable: A.



## A
{
  "formula": "C36H32LuN6O9S3",
  "method": "ωB97M-V/def2-TZVPD",
  "elements": ["C", "N", "N", "H", "H", "C", "C", "C", "H", "H", "C", "C", "H", "H", "H", "C", "C", "C", "C", "C", "C", "C", "O", "C", "C", "O", "C", "C", "H", "C", "H", "C", "H", "H", "C", "H", "C", "H", "S", "C", "H", "C", "H", "H", "S", "C", "N", "H", "C", "H", "O", "H", "N", "O", "C", "C", "N", "C", "S", "O", "C", "C", "C", "H", "H", "C", "O", "N", "H", "H", "H", "C", "H", "O", "O", "Lu", "O", "H", "C", "H", "C", "H", "H", "C", "H", "H", "H"],
  "coordinates": [[-3.0421, -1.0192, -2.9612], [1.3220, 3.4710, 0.5502], [-1.0277, -1.6570, 1.0345], [0.7372, 4.8615, -3.2739], [-3.4396, -1.5015, -5.0157], [2.3580, -2.4417, 4.2990], [2.4934, 4.1037, 0.4122], [0.0670, -2.3129, 1.3177], [-2.0516, -3.5959, -3.9805], [3.4425, -0.7809, 5.1122], [-2.6786, -1.3778, 7.9158], [0.8703, 2.7849, -3.7914], [2.7742, 3.9096, -6.9266], [2.3658, 1.4892, -6.5385], [1.2237, -3.0625, -0.3032], [-3.1060, 1.5862, -3.7217], [2.7277, -1.1001, 4.3642], [-1.9227, -3.2944, -2.9396], [1.4804, -2.8488, 3.3186], [-2.6098, -2.7229, 7.5956], [-2.2785, -0.4276, 6.9947], [-3.2687, -0.7130, -4.2975], [-0.2873, -0.1642, -5.0106], [-3.2690, 0.6125, -4.6927], [-2.0634, 0.1897, 2.0733], [5.5302, 2.5820, -1.0164], [-3.1143, -2.4432, -2.4725], [0.1670, 2.1342, -2.6500], [0.2541, -3.1716, -2.8864], [2.6131, 2.0246, -0.3519], [-3.4080, 0.8785, -5.7317], [0.5162, -3.4447, 0.4369], [-0.5441, -1.7959, -3.6545], [-1.0600, 1.1413, 5.2549], [2.2407, 3.5884, -6.0440], [-0.3179, -3.9378, -0.0624], [1.7918, 4.5280, -5.1258], [1.0396, -4.1750, 1.0492], [-2.7601, 0.6857, 3.6389], [-1.8010, -0.8086, 5.7469], [1.1664, -3.8843, 3.2674], [1.0982, 4.1377, -3.9891], [-1.8781, -4.2053, -2.3348], [5.0324, 1.6931, -1.1402], [0.7675, 0.2673, -4.1183], [2.9596, 0.6401, -0.8732], [-2.7817, -0.0858, -2.0462], [-4.0388, -2.8988, -2.8340], [-1.3723, 0.2203, 4.7632], [2.4899, 0.8632, 3.5461], [0.7511, 0.3192, 1.6942], [-2.3367, 0.6248, 7.2331], [-1.5730, -0.9814, 2.0944], [5.2178, 4.6475, -0.2893], [-0.6178, -2.5048, -2.8295], [1.3375, 1.8578, -4.7054], [0.1194, 0.8134, -2.7219], [0.9273, -1.9362, 2.4283], [-2.1304, 1.3770, 0.8394], [-0.5655, -1.7524, -1.6229], [2.0167, 2.2319, -5.8394], [2.2002, -0.1769, 3.4961], [-2.8652, 1.1867, -2.4170], [-2.9175, -3.4682, 8.3167], [2.7652, -3.1596, 4.9964], [4.7876, 3.5327, -0.4983], [-0.3287, 2.7682, -1.7061], [1.3803, 2.2288, 0.0909], [-3.0360, -1.0686, 8.8885], [-1.4124, -2.4484, 4.4403], [2.6541, 5.1187, 0.7115], [-2.1560, -3.1089, 6.3446], [-3.1577, 2.6368, -3.9649], [1.8195, -0.6807, -3.9209], [2.0333, -0.2041, -0.8365], [-0.0705, 0.3299, -0.4634], [4.1186, 0.4537, -1.2767], [-1.0779, -2.2456, -0.9574], [3.3777, 3.2076, -0.1715], [0.4442, 3.8125, 0.9220], [1.2618, -0.5442, 2.5014], [1.9827, 5.5781, -5.3033], [-2.7498, 1.9178, -1.6262], [-1.7568, -2.1592, 5.4222], [-3.1619, -2.4168, -1.3824], [-0.5820, -0.1496, 4.1151], [-2.1068, -4.1586, 6.0913]],
  "lowdin_charge": [-0.29, 0.06, -0.01, 0.12, 0.12, -0.12, 0.01, -0.28, 0.11, 0.10, -0.10, -0.12, 0.10, 0.12, 0.09, -0.06, -0.10, -0.15, -0.06, -0.11, -0.06, -0.03, -0.30, -0.07, -1.14, 0.11, -0.13, -0.57, 0.13, -0.11, 0.11, -0.01, 0.07, 0.08, -0.07, 0.08, -0.07, 0.08, 0.86, -0.30, 0.11, 0.01, 0.11, 0.07, 0.66, -0.55, 0.10, 0.12, -0.39, 0.11, -0.24, 0.11, -0.09, 0.07, -0.22, -0.19, -0.15, -0.14, 0.51, -0.23, -0.03, -0.02, -0.19, 0.09, 0.09, -0.53, -0.04, -0.03, 0.09, 0.10, 0.13, -0.09, 0.10, -0.26, -0.12, 1.64, 0.05, 0.04, -0.04, 0.17, -0.38, 0.10, 0.04, -0.04, 0.11, 0.06, 0.10],
  "homo_ha": -0.1840,
  "homo_lumo_gap_ev": 7.20,
  "total_charge": -1
}



## B
{
  "formula": "C36H32LuN6O9S3",
  "method": "ωB97M-V/def2-TZVPD",
  "elements": ["H", "S", "O", "O", "H", "S", "H", "H", "N", "H", "H", "C", "Lu", "H", "N", "C", "C", "H", "H", "C", "H", "H", "C", "N", "C", "O", "H", "H", "O", "C", "C", "O", "C", "O", "C", "C", "H", "H", "H", "C", "H", "H", "C", "C", "C", "H", "N", "H", "C", "H", "O", "C", "N", "C", "C", "C", "C", "C", "C", "C", "O", "C", "H", "C", "C", "H", "C", "H", "C", "H", "C", "H", "C", "O", "C", "H", "C", "C", "H", "N", "H", "H", "H", "S", "C", "C", "H"],
  "coordinates": [[2.4381, -3.2496, -2.6556], [-4.0922, -0.4669, -2.3422], [3.4614, 1.0893, 3.3128], [0.0933, -1.9284, 3.3073], [-1.5011, 2.4462, 2.3972], [-2.5811, 1.1276, -0.4348], [-3.2983, 1.8304, 4.1638], [-5.4055, 0.1609, -5.7956], [-1.4957, -0.7487, -2.1295], [-4.3169, -2.1795, 4.0098], [-3.7947, -4.4833, 3.2114], [-2.4908, -0.0698, -1.6359], [0.0541, 0.6768, 0.3546], [0.8307, 6.0600, -1.0437], [-2.3095, -1.3817, 1.4376], [4.0205, -0.5178, -0.4833], [0.6858, -1.2967, -2.1583], [-2.3891, -4.7365, 1.1459], [-4.6553, 0.1013, 3.1143], [1.8169, 4.9632, 0.8862], [2.4001, 2.4706, 2.7598], [4.4985, -4.9765, 3.0684], [-4.3510, 1.8841, -6.5244], [1.1546, 2.8266, 1.1847], [-2.0860, -2.6205, 0.9831], [-1.0664, 1.5936, 2.4572], [6.1015, -3.2359, 3.7547], [1.1716, -2.4600, -3.9112], [2.7469, 7.1073, 1.1021], [2.4311, 4.4439, 1.9981], [4.1919, -2.6088, -1.6595], [0.6287, -1.5365, 0.9429], [-3.1790, 2.6266, -6.4684], [-0.1304, 2.4935, -1.0739], [-4.4815, 0.7299, -5.7607], [0.2991, -2.1335, -3.3532], [-3.0801, 3.5350, -7.0499], [-5.1700, 2.2081, -7.1561], [-1.2254, 2.7849, -5.5804], [1.0340, 3.8826, 0.3963], [5.8058, -1.6853, -0.5665], [-0.8959, 0.0301, 3.7437], [-3.3857, -3.6168, 2.7039], [2.5867, -2.2594, 2.6419], [5.1064, -2.9462, 3.4364], [-0.2830, -3.0048, -3.0352], [2.0069, 3.1847, 2.1459], [-2.7216, -1.5060, -3.9657], [2.8381, 0.0838, 2.9973], [-0.3464, -1.5550, -4.0077], [1.3917, 6.7993, -0.6186], [-2.8448, 0.8461, 4.0000], [1.5298, 0.0536, 2.5917], [2.6604, -0.3896, -0.8308], [4.7690, -1.6059, -0.8743], [-3.5963, 0.1594, 2.8532], [2.9098, -3.6027, 2.6510], [-3.6288, -0.9145, -4.0517], [-2.6043, -3.7613, 1.5686], [-3.4470, 0.2966, -4.9361], [0.0544, 4.6510, -1.6189], [-2.1389, 2.2039, -5.6491], [-0.8892, 1.5989, 4.5228], [3.4710, -1.2782, 3.0278], [-2.2684, 1.0445, -4.8947], [-2.9606, 0.2806, 4.9315], [-3.6672, -2.3392, 3.1545], [4.7629, -3.4783, -1.9625], [4.1977, -3.9345, 3.0512], [-1.4623, 0.7363, -4.2396], [-3.1427, -1.2382, 2.4797], [-1.4558, -2.6986, 0.1055], [-1.3615, 1.0009, 3.7429], [1.9893, 0.6281, -0.3625], [2.0845, -1.3676, -1.6748], [4.4401, 0.2710, 0.1342], [4.7488, -1.6037, 3.4320], [2.0238, 6.3787, 0.4539], [-3.5199, 0.7668, 1.9600], [-0.2211, -0.5736, -1.5772], [-4.4405, -1.5462, -4.4144], [3.1405, 4.9010, 2.6726], [2.1923, -4.3592, 2.3543], [1.0504, -1.4521, 2.3475], [0.2465, 3.6751, -0.8701], [2.8782, -2.4641, -2.0544], [5.4385, -0.8216, 3.7292]],
  "lowdin_charge": [0.10, 0.85, 0.04, -0.28, 0.10, 0.58, 0.11, 0.10, -0.10, 0.11, 0.10, -1.12, 1.60, 0.09, 0.10, -0.02, -0.24, 0.10, 0.12, -0.05, 0.10, 0.10, -0.10, 0.01, -0.14, -0.19, 0.10, 0.06, 0.07, -0.01, -0.11, -0.40, -0.10, -0.19, -0.06, -0.03, 0.09, 0.09, 0.11, -0.13, 0.10, 0.07, -0.07, -0.21, -0.06, 0.09, 0.05, 0.05, -0.49, 0.06, 0.11, -0.17, -0.08, -0.36, -0.10, -0.15, -0.02, -0.43, -0.06, -0.29, 0.02, -0.07, 0.12, -0.14, -0.03, 0.12, -0.03, 0.09, -0.07, 0.10, -0.27, 0.10, -0.22, -0.25, -0.11, 0.12, 0.00, -0.52, 0.04, -0.06, 0.07, 0.14, 0.12, 0.64, -0.58, -0.06, 0.12],
  "homo_ha": -0.1803,
  "homo_lumo_gap_ev": 7.05,
  "total_charge": -1
}



Which of them is most stable, and which least? Most stable: B; least stable: A.



## A
{
  "formula": "C9H25N3O4",
  "method": "ωB97M-V/def2-TZVPD",
  "elements": ["H", "C", "O", "H", "H", "N", "C", "O", "H", "H", "H", "H", "H", "H", "H", "N", "C", "H", "O", "N", "H", "H", "C", "H", "H", "H", "H", "H", "H", "C", "H", "H", "H", "H", "H", "H", "C", "O", "C", "C", "C"],
  "coordinates": [[1.4470, -3.4668, -2.0296], [2.5269, 0.6062, 3.0851], [-1.5163, 4.7086, -0.6713], [3.3529, -0.0598, 3.3395], [0.9516, -3.3364, -0.2988], [0.2479, 3.2292, -0.4559], [0.2942, 3.5351, 1.0129], [-0.0429, 0.3825, -0.3570], [-2.2435, -3.6225, -3.4991], [-1.3325, -0.1878, 2.6077], [1.1161, -1.6662, 1.8611], [-1.7612, -4.9295, -2.2983], [-2.4044, 3.3393, -2.6309], [2.4531, 1.4329, 3.7848], [-0.0291, -1.6831, -2.6377], [0.6097, -0.8003, 2.0495], [-1.3276, -2.9902, -1.6533], [-0.5009, 2.9501, 1.4756], [0.6727, -0.1671, 4.2682], [-0.1188, -2.1057, -1.7088], [-1.3335, 1.9708, -2.2729], [1.1868, 3.3549, -0.8565], [-1.3785, 3.0476, -2.4100], [0.6123, -0.1677, 1.1951], [2.6779, 0.9450, 2.0606], [-0.8818, -1.7627, 3.2079], [1.1658, 3.0568, 1.4450], [-0.7642, 3.4020, -3.2365], [0.2916, 2.1598, -0.5067], [-1.0174, 3.7542, -1.1243], [-0.3376, -1.2670, -1.0989], [-0.5827, -4.1074, -3.3201], [1.8902, -2.0581, -1.1313], [-0.9340, 0.4203, -0.7125], [-1.2951, -1.5253, 1.4329], [0.2638, 4.6064, 1.1590], [-1.5183, -3.9809, -2.7694], [-1.9339, -2.9512, -0.6347], [1.2348, -0.1358, 3.2288], [1.1071, -2.8089, -1.2331], [-0.8482, -1.1210, 2.3339]],
  "nbo_charge": [0.25, -0.73, -0.41, 0.28, 0.24, -0.65, -0.42, -1.27, 0.29, 0.24, 0.43, 0.29, 0.28, 0.28, 0.44, -0.62, 0.72, 0.23, -0.43, -0.61, 0.23, 0.45, -0.73, 0.50, 0.22, 0.25, 0.22, 0.28, 0.49, 0.72, 0.49, 0.24, 0.24, 0.44, 0.24, 0.26, -0.74, -0.46, 0.69, -0.43, -0.42],
  "homo_ha": -0.6132,
  "homo_lumo_gap_ev": 10.89,
  "total_charge": 2
}



## B
{
  "formula": "C9H25N3O4",
  "method": "ωB97M-V/def2-TZVPD",
  "elements": ["H", "H", "H", "O", "H", "C", "H", "H", "H", "C", "O", "H", "N", "H", "H", "C", "O", "C", "N", "H", "H", "O", "C", "H", "C", "H", "N", "H", "H", "C", "C", "H", "H", "H", "H", "H", "C", "H", "H", "H", "H"],
  "coordinates": [[1.4230, -1.8652, -3.1536], [-2.1850, 2.8488, 0.4314], [1.9200, -1.0452, -1.8926], [-0.6900, -1.7662, 3.5984], [-1.6850, 4.1108, -0.9346], [-2.7460, -0.9522, -1.9286], [1.6720, 2.9848, -2.1276], [0.3590, -4.0722, 1.8524], [0.8300, -3.9032, 3.5724], [-1.8190, 3.0248, -0.6506], [-0.8310, -0.0372, 0.3714], [2.6470, 3.7368, -0.7586], [-0.5340, 2.2678, -0.8596], [0.1450, -0.5512, 1.4684], [-0.9050, 1.4168, -0.1786], [0.2700, -1.9432, 2.9284], [-1.3550, -2.8682, -2.4006], [0.6490, 2.8928, -0.1556], [0.8600, -0.7862, 2.0574], [-3.1960, -1.5882, -1.1466], [2.3100, -0.0012, 3.2854], [0.5380, 3.4978, 0.8494], [0.9130, -3.4082, 2.6814], [-0.2590, -0.6502, -1.0716], [1.1680, -1.6892, -2.0686], [-2.8290, 2.5988, -1.2716], [-0.0520, -0.9462, -1.9956], [2.5290, 1.9758, -0.6096], [-1.7150, -0.2852, 0.8884], [1.9540, 2.8938, -0.9756], [-1.3870, -1.6702, -2.1396], [-0.2400, 1.8498, -1.8106], [-3.3750, -1.0682, -2.8396], [1.4140, 1.2098, 2.2534], [1.2160, -2.5572, -1.6626], [1.9820, -3.3542, 2.4994], [1.3630, 0.2828, 2.8924], [0.5710, 0.4668, 3.7354], [-2.6850, 0.0008, -1.6986], [1.6590, -1.0542, 1.4424], [0.0970, 0.0018, -2.4786]],
  "nbo_charge": [0.25, 0.26, 0.22, -0.43, 0.26, -0.70, 0.24, 0.28, 0.26, -0.47, -1.24, 0.30, -0.70, 0.46, 0.53, 0.72, -0.43, 0.70, -0.59, 0.28, 0.24, -0.44, -0.72, 0.48, -0.42, 0.26, -0.60, 0.25, 0.50, -0.75, 0.70, 0.42, 0.29, 0.23, 0.24, 0.23, -0.44, 0.26, 0.21, 0.42, 0.42],
  "homo_ha": -0.6373,
  "homo_lumo_gap_ev": 10.57,
  "total_charge": 2
}



Which of them is most stable, and which least? Most stable: A; least stable: B.